C5H12O | the ωB97M-V functional and the def2-TZVPD basis

Last column: natural (NBO) charge in e.
Cartesian coordinates (Å):
C1 1.940 -1.061 1.540  -0.603
C2 1.147 -0.248 0.522  -0.395
C3 0.062 -1.052 -0.185  -0.614
C4 -2.204 1.031 -0.166  -0.125
O1 -1.986 1.086 -1.438  -0.352
C5 -0.861 1.359 -2.039  -0.175
H1 1.291 -1.440 2.339  0.200
H2 2.723 -0.454 2.008  0.206
H3 2.421 -1.922 1.062  0.201
H4 1.827 0.157 -0.237  0.193
H5 0.702 0.618 1.034  0.184
H6 0.497 -1.902 -0.718  0.200
H7 -0.651 -1.460 0.545  0.202
H8 -3.191 0.722 0.133  0.175
H9 -1.435 1.371 0.521  0.152
H10 -0.897 1.363 -3.115  0.178
H11 -0.401 -0.446 -0.973  0.215
H12 -0.072 1.840 -1.467  0.156

Its HOMO energy (spin up / spin down) is -0.27557 / -0.27780 hartree. As for the energy above the lowest of the compared OMol25 structures with the same formula, charge and spin: 394.3 kJ/mol. The orbital gap (spin up / spin down) is 8.3 / 8.4 eV.


C12H13NO | the ωB97M-V functional and the def2-TZVPD basis

Last column: natural (NBO) charge in e.
Cartesian coordinates (Å):
C1 0.502 -1.910 -2.822  -0.228
C2 1.511 -1.260 -2.041  -0.229
C3 -0.794 -1.838 -2.464  -0.161
C4 1.187 -0.576 -0.926  -0.189
C5 -2.519 -0.932 -0.990  -0.141
C6 -1.221 -1.091 -1.310  -0.114
C7 -0.175 -0.476 -0.469  -0.112
C8 -0.554 0.087 0.684  0.020
C9 1.027 0.840 2.059  0.771
C10 -2.970 -0.071 0.150  -0.431
C11 -1.911 0.031 1.260  -0.494
C12 2.871 2.415 2.051  -0.424
N1 1.723 1.766 1.435  -0.648
O1 1.085 0.360 3.148  -0.586
H1 0.806 -2.465 -3.697  0.211
H2 2.540 -1.346 -2.359  0.210
H3 -1.563 -2.327 -3.048  0.207
H4 1.958 -0.126 -0.316  0.204
H5 -3.292 -1.362 -1.612  0.200
H6 -3.184 0.932 -0.247  0.209
H7 -3.903 -0.455 0.567  0.220
H8 -1.951 -0.854 1.911  0.222
H9 -2.115 0.899 1.890  0.227
H10 3.783 2.185 1.496  0.201
H11 2.731 3.497 2.080  0.203
H12 2.967 2.035 3.066  0.232
H13 1.462 2.041 0.504  0.420

Its HOMO energy (spin up / spin down) is -0.25936 / -0.25939 hartree. As for the energy above the lowest of the compared OMol25 structures with the same formula, charge and spin: 269.2 kJ/mol. The orbital gap (spin up / spin down) is 7.2 / 7.2 eV.


C33H82N2O19PS12 | the ωB97M-V functional and the def2-TZVPD basis

Last column: Löwdin charge in e.
Cartesian coordinates (Å):
C1 2.177 -7.897 -1.935  -0.026
C2 2.416 -6.456 -1.260  -0.357
C3 1.728 -6.632 0.202  -0.181
N1 2.823 -7.113 1.134  0.003
O1 3.849 -6.450 -0.994  -0.030
C4 4.395 -5.122 -1.169  -0.270
O2 5.633 -4.924 -1.210  0.071
C5 3.158 -4.062 -1.343  -0.158
C6 3.594 -2.815 -2.261  -0.135
C7 4.152 -1.548 -1.440  -0.256
C8 5.474 -1.857 -0.558  -0.489
S1 5.646 -0.380 0.616  0.658
C9 2.645 -3.456 0.078  -0.490
O3 1.611 -2.721 0.215  -0.061
O4 3.361 -3.798 1.245  -0.172
C10 2.161 -5.117 -2.098  -0.264
N2 0.761 -4.493 -2.033  0.158
C11 -0.148 -5.351 -2.389  -0.197
O5 -1.015 -6.143 -2.831  0.054
P1 2.431 -5.152 -3.997  0.758
O6 3.936 -5.280 -4.332  -0.338
O7 1.672 -6.529 -4.732  -0.212
O8 1.695 -3.792 -4.777  -0.182
H1 1.091 -7.897 -2.351  0.084
H2 2.962 -8.131 -2.737  0.090
H3 2.182 -8.736 -1.134  0.104
H4 1.200 -5.692 0.595  0.125
H5 0.932 -7.476 0.199  0.064
H6 3.330 -6.314 1.545  0.061
H7 2.409 -7.654 1.907  0.062
H8 2.628 -2.450 -2.795  0.123
H9 4.413 -3.124 -3.010  0.124
H10 4.492 -0.773 -2.240  0.115
H11 3.336 -0.991 -0.832  0.102
H12 5.375 -2.772 0.119  0.061
H13 6.448 -1.850 -1.175  0.083
H14 5.200 -0.851 1.861  -0.162
H15 2.356 -7.028 -5.235  0.070
H16 1.952 -3.908 -5.727  0.050
C12 -2.816 -8.677 -1.089  -0.261
S2 -2.198 -7.315 -0.077  0.856
O9 -0.714 -7.477 0.035  -0.561
C13 -2.923 -7.890 1.474  -0.264
H17 -2.448 -8.544 -2.108  0.045
H18 -2.454 -9.629 -0.695  0.057
H19 -3.907 -8.662 -1.095  0.050
H20 -2.555 -8.891 1.709  0.056
H21 -4.011 -7.901 1.385  0.049
H22 -2.632 -7.201 2.268  0.054
C14 -0.732 -0.982 1.894  -0.248
S3 -0.538 -1.572 3.588  0.818
O10 -1.573 -2.631 3.816  -0.577
C15 -1.128 -0.059 4.380  -0.265
H23 -0.452 -1.787 1.212  0.035
H24 -1.771 -0.699 1.714  0.029
H25 -0.076 -0.126 1.729  0.065
H26 -2.143 0.166 4.045  0.057
H27 -0.459 0.766 4.132  0.050
H28 -1.129 -0.212 5.461  0.013
C16 -4.757 1.064 -1.916  -0.268
S4 -4.596 0.274 -0.301  0.808
O11 -3.328 0.769 0.316  -0.556
C17 -4.275 -1.386 -0.937  -0.270
H29 -4.927 2.130 -1.762  -0.006
H30 -3.842 0.921 -2.494  0.062
H31 -5.609 0.636 -2.448  0.057
H32 -3.390 -1.376 -1.576  0.061
H33 -5.142 -1.734 -1.501  0.048
H34 -4.103 -2.053 -0.090  0.050
C18 7.523 4.876 -0.049  -0.282
S5 7.063 3.186 0.391  0.785
O12 6.891 2.424 -0.884  -0.585
C19 5.414 3.595 1.003  -0.274
H35 8.519 4.859 -0.495  0.046
H36 6.811 5.281 -0.772  0.027
H37 7.540 5.496 0.848  0.053
H38 4.834 4.080 0.215  0.056
H39 5.500 4.255 1.867  0.051
H40 4.919 2.671 1.303  0.019
C20 3.513 1.451 5.797  -0.272
S6 5.053 1.045 4.946  0.816
O13 5.135 1.912 3.730  -0.569
C21 4.537 -0.600 4.406  -0.266
H41 3.592 2.466 6.190  0.044
H42 2.675 1.397 5.099  0.051
H43 3.358 0.755 6.624  0.052
H44 3.635 -0.526 3.795  0.064
H45 4.349 -1.227 5.279  0.059
H46 5.340 -1.038 3.814  0.029
C22 -5.607 5.232 -2.455  -0.262
S7 -5.410 4.637 -0.762  0.807
O14 -6.442 3.576 -0.536  -0.567
C23 -6.003 6.144 0.036  -0.275
H47 -5.326 4.429 -3.139  0.044
H48 -6.647 5.513 -2.634  0.060
H49 -4.953 6.091 -2.619  0.054
H50 -7.018 6.368 -0.297  0.046
H51 -5.336 6.972 -0.209  0.055
H52 -6.003 5.986 1.115  0.043
C24 3.756 -4.982 -8.191  -0.264
S8 4.348 -3.308 -7.865  0.817
O15 3.147 -2.433 -7.696  -0.551
C25 5.002 -3.017 -9.524  -0.278
H53 3.268 -5.357 -7.289  0.024
H54 3.038 -4.971 -9.014  0.058
H55 4.601 -5.627 -8.438  0.056
H56 4.206 -3.128 -10.264  0.053
H57 5.807 -3.725 -9.728  0.050
H58 5.396 -2.001 -9.566  0.048
C26 -10.125 6.652 4.088  -0.273
S9 -8.583 6.244 3.242  0.822
O16 -8.508 7.092 2.013  -0.573
C27 -9.083 4.588 2.725  -0.253
H59 -10.054 7.673 4.464  0.047
H60 -10.963 6.580 3.391  0.058
H61 -10.274 5.968 4.925  0.052
H62 -9.985 4.645 2.113  0.061
H63 -9.265 3.971 3.607  0.054
H64 -8.274 4.149 2.139  0.048
C28 -1.105 -3.473 6.703  -0.265
S10 -0.489 -2.111 7.717  0.786
O17 0.993 -2.267 7.827  -0.558
C29 -1.211 -2.694 9.268  -0.280
H65 -0.740 -3.338 5.683  0.010
H66 -0.739 -4.424 7.096  0.060
H67 -2.196 -3.461 6.700  0.059
H68 -0.839 -3.694 9.499  0.054
H69 -2.299 -2.708 9.180  0.048
H70 -0.922 -2.006 10.064  0.044
C30 -7.055 11.494 0.111  -0.277
S11 -7.503 9.809 0.584  0.795
O18 -7.672 9.021 -0.675  -0.551
C31 -9.154 10.218 1.190  -0.268
H71 -6.060 11.475 -0.335  0.048
H72 -7.771 11.880 -0.618  0.054
H73 -7.042 12.130 0.998  0.049
H74 -9.739 10.683 0.394  0.057
H75 -9.072 10.896 2.041  0.052
H76 -9.642 9.296 1.507  0.027
C32 6.712 6.341 -3.646  -0.270
S12 6.942 8.037 -3.071  0.800
O19 6.633 8.060 -1.609  -0.561
C33 5.513 8.723 -3.937  -0.278
H77 7.482 5.715 -3.194  0.046
H78 5.727 5.976 -3.348  0.063
H79 6.812 6.308 -4.733  0.052
H80 4.603 8.210 -3.621  0.058
H81 5.652 8.612 -5.014  0.049
H82 5.436 9.783 -3.691  0.046

Its HOMO energy is -0.17912 hartree. The orbital gap is 6.3 eV. As for the net charge: -1.


C4H8S2 | the ωB97M-V functional and the def2-TZVPD basis

Last column: natural (NBO) charge in e.
Cartesian coordinates (Å):
C1 0.935 0.093 -0.253  -0.282
C2 -0.141 -2.205 0.368  -0.461
C3 -1.240 1.102 0.227  -0.579
C4 0.035 1.172 -0.692  -0.514
S1 2.473 -0.479 -0.991  0.097
S2 2.234 0.515 0.848  0.114
H1 0.763 -2.753 0.622  0.194
H2 -0.512 -2.196 -0.554  0.179
H3 -0.605 -1.903 1.251  0.184
H4 -0.937 1.525 1.217  0.201
H5 -1.508 0.142 0.396  0.211
H6 -1.953 1.782 -0.017  0.213
H7 0.540 2.158 -0.665  0.226
H8 -0.085 1.048 -1.756  0.218

Its HOMO energy (spin up / spin down) is -0.29189 / -0.29105 hartree. As for the energy above the lowest of the compared OMol25 structures with the same formula, charge and spin: 494.7 kJ/mol. The orbital gap (spin up / spin down) is 7.4 / 7.4 eV.


Number 1: energy -7423.2245 eV. Number 2: energy -16189.4416 eV. Number 3: energy -216736.2476 eV. Number 4: energy -25943.2869 eV.